Entry from the Open Molecules 2025 dataset: a 13-piece molecular cluster, C51H74F4O9 overall in a non-equilibrium geometry (the ωB97M-V functional and the def2-TZVPD basis).

Geometry as XYZ:
```
138
Properties=species:S:1:pos:R:3
F 4.20 -0.75 -7.44
C 4.36 0.36 -6.67
C 4.22 1.65 -7.15
C 4.28 2.73 -6.27
C 4.45 2.51 -4.91
C 4.73 1.24 -4.42
C 4.61 0.17 -5.31
H 4.01 1.86 -8.21
H 4.19 3.71 -6.70
H 4.47 3.38 -4.27
H 4.94 1.09 -3.38
H 4.71 -0.87 -4.95
F -5.29 -2.40 3.10
C -5.52 -1.78 1.95
C -6.25 -0.58 1.99
C -6.33 0.06 0.74
C -5.92 -0.54 -0.46
C -5.29 -1.79 -0.42
C -5.13 -2.45 0.76
H -6.51 -0.03 2.92
H -6.80 1.04 0.69
H -5.98 0.06 -1.40
H -4.96 -2.22 -1.37
H -4.67 -3.41 0.86
F -2.23 2.71 1.29
C -1.62 1.69 0.57
C -2.33 0.54 0.49
C -1.70 -0.55 -0.16
C -0.49 -0.38 -0.77
C 0.15 0.84 -0.69
C -0.38 1.93 -0.01
H -3.32 0.49 0.89
H -2.26 -1.48 -0.23
H 0.08 -1.15 -1.26
H 1.09 1.02 -1.20
H 0.12 2.82 -0.09
F 1.87 4.05 3.89
C 0.85 4.87 4.29
C 1.20 6.07 4.94
C 0.17 7.02 5.16
C -1.18 6.76 4.79
C -1.50 5.49 4.31
C -0.48 4.62 3.96
H 2.22 6.24 5.31
H 0.38 7.94 5.67
H -1.96 7.46 4.99
H -2.54 5.26 4.12
H -0.75 3.63 3.60
C -2.95 -0.27 5.66
C -3.52 1.12 5.46
O -4.70 1.43 5.38
C -2.46 2.21 5.40
H -2.40 -0.41 6.63
H -2.38 -0.73 4.85
H -3.83 -0.90 5.79
H -2.77 2.94 4.64
H -1.43 1.82 5.21
H -2.32 2.72 6.37
C -2.22 1.53 -3.19
C -3.70 1.33 -2.79
O -4.25 0.28 -3.02
C -4.48 2.48 -2.14
H -1.64 2.02 -2.41
H -2.27 1.98 -4.16
H -1.90 0.51 -3.31
H -5.46 2.50 -2.60
H -3.97 3.46 -2.26
H -4.52 2.27 -1.08
C 4.42 -1.83 -0.14
C 3.82 -0.59 -0.67
O 2.90 -0.62 -1.46
C 4.34 0.70 -0.09
H 4.13 -1.87 0.90
H 5.46 -1.76 -0.23
H 3.97 -2.71 -0.65
H 4.88 0.48 0.84
H 3.53 1.40 0.00
H 5.03 1.21 -0.79
C 0.52 -6.86 -1.41
C 1.21 -5.63 -0.86
O 1.69 -5.63 0.26
C 1.34 -4.41 -1.74
H 1.23 -7.39 -1.97
H -0.27 -6.67 -2.09
H 0.18 -7.46 -0.61
H 0.33 -4.16 -2.10
H 1.91 -4.69 -2.65
H 1.78 -3.58 -1.26
C 2.04 -2.83 -4.56
C 0.86 -1.85 -4.52
O -0.28 -2.27 -4.53
C 1.12 -0.35 -4.45
H 2.47 -2.58 -5.51
H 1.64 -3.81 -4.51
H 2.78 -2.71 -3.75
H 0.16 0.14 -4.19
H 1.38 0.03 -5.47
H 1.93 -0.20 -3.69
C 0.40 0.72 3.17
C 1.57 -0.27 3.06
O 2.02 -0.55 1.95
C 2.20 -1.01 4.21
H 0.75 1.73 3.05
H -0.10 0.69 4.11
H -0.28 0.60 2.33
H 1.36 -1.56 4.64
H 2.46 -0.36 4.99
H 2.86 -1.81 3.87
C -0.90 -2.95 2.06
C -1.42 -3.31 3.36
O -1.13 -2.76 4.40
C -2.43 -4.37 3.36
H -0.56 -1.91 2.01
H -1.64 -3.04 1.31
H 0.05 -3.56 1.83
H -2.72 -4.70 4.36
H -2.17 -5.28 2.81
H -3.34 -4.03 2.85
C -2.34 -5.00 -4.25
C -2.55 -4.08 -3.11
O -2.11 -4.32 -2.00
C -3.29 -2.83 -3.39
H -3.30 -5.16 -4.83
H -2.02 -5.97 -3.90
H -1.69 -4.64 -5.09
H -3.07 -2.38 -4.35
H -3.18 -1.99 -2.72
H -4.32 -3.09 -3.43
C 4.53 4.60 0.87
C 6.08 4.46 0.80
O 6.64 3.88 -0.09
C 6.83 4.82 2.08
H 4.12 5.11 -0.09
H 4.23 5.35 1.65
H 4.19 3.61 0.96
H 6.72 5.86 2.47
H 7.89 4.62 1.85
H 6.44 4.13 2.81
```

Properties
net charge: 0
energy above the lowest of the compared OMol25 structures with the same formula, charge and spin: 41.9 kcal per mole
DFT total energy: -83382.341 eV
F_max: 3.97 eV/A

Entry from the Open Molecules 2025 dataset: a 10-piece molecular cluster, C51H86BO25PS5 overall in a non-equilibrium geometry (the ωB97M-V functional and the def2-TZVPD basis).

Geometry as XYZ:
```
169
Properties=species:S:1:pos:R:3
C 9.50 2.72 -26.67
C 9.98 1.79 -25.57
C 9.51 2.34 -24.15
C 10.20 3.70 -23.79
P 10.98 3.62 -22.10
C 11.69 5.33 -21.51
C 10.74 6.41 -21.85
C 11.22 7.78 -21.33
C 10.42 8.99 -21.74
C 9.74 3.03 -20.81
C 10.15 3.40 -19.32
C 11.31 2.66 -18.59
C 11.33 2.83 -17.05
C 12.38 2.50 -22.19
C 13.61 2.93 -23.07
C 14.26 1.73 -23.65
C 15.55 2.14 -24.38
H 8.45 3.01 -26.57
H 9.71 2.41 -27.69
H 9.95 3.71 -26.63
H 11.07 1.86 -25.62
H 9.61 0.78 -25.73
H 9.69 1.63 -23.34
H 8.44 2.54 -24.09
H 9.53 4.54 -23.93
H 10.96 3.99 -24.52
H 12.67 5.47 -21.96
H 12.00 5.29 -20.47
H 9.72 6.19 -21.52
H 10.78 6.48 -22.93
H 12.15 8.10 -21.80
H 11.27 7.78 -20.24
H 9.37 9.05 -21.43
H 10.49 8.99 -22.83
H 10.74 10.02 -21.59
H 9.68 1.95 -20.95
H 8.73 3.37 -21.05
H 9.30 3.03 -18.76
H 10.30 4.46 -19.13
H 12.27 3.01 -18.98
H 11.18 1.60 -18.80
H 12.37 2.73 -16.74
H 10.78 1.98 -16.64
H 11.01 3.83 -16.75
H 11.90 1.57 -22.50
H 12.62 2.27 -21.15
H 14.41 3.55 -22.66
H 13.26 3.50 -23.93
H 13.69 1.02 -24.25
H 14.58 1.17 -22.78
H 16.02 1.26 -24.82
H 16.26 2.63 -23.71
H 15.36 2.81 -25.22
O 2.52 3.50 -26.34
C 3.01 3.73 -25.21
O 2.63 3.24 -24.01
B 3.53 3.78 -22.99
O 4.57 4.54 -23.75
C 4.25 4.61 -25.04
O 4.86 5.13 -25.93
O 4.09 2.59 -22.24
C 3.62 2.60 -20.97
O 3.63 1.68 -20.16
C 2.79 3.87 -20.76
O 2.80 4.54 -21.95
O 2.15 4.19 -19.77
C -2.36 0.51 -27.22
C -1.37 -0.69 -27.26
O -1.65 -1.56 -26.18
S -3.33 -1.43 -25.75
O -3.41 -1.00 -24.33
O -4.18 -2.60 -26.06
O -3.59 -0.11 -26.75
H -2.47 1.09 -28.13
H -1.96 1.21 -26.49
H -0.37 -0.36 -27.01
H -1.22 -1.30 -28.16
C -2.94 8.33 -18.44
C -3.72 8.73 -17.16
O -4.51 9.81 -17.58
S -3.76 10.74 -18.74
O -3.06 11.85 -18.12
O -4.70 10.98 -19.86
O -2.74 9.51 -19.21
H -3.40 7.58 -19.09
H -1.98 7.92 -18.13
H -2.96 9.07 -16.46
H -4.38 7.98 -16.72
O 7.20 10.63 -32.42
S 7.94 11.05 -31.23
O 9.39 10.90 -31.19
O 7.45 12.61 -30.85
C 6.04 12.80 -31.08
C 5.34 14.05 -30.57
C 7.18 10.26 -29.74
H 5.42 11.93 -30.86
H 6.05 13.03 -32.15
H 5.16 14.11 -29.50
H 4.37 14.16 -31.06
H 5.76 15.04 -30.75
H 6.92 9.29 -30.16
H 6.24 10.71 -29.42
H 7.86 10.10 -28.91
O -1.51 -7.25 -20.64
S -2.40 -6.26 -20.05
O -2.99 -6.51 -18.74
O -1.60 -4.78 -20.07
C -1.97 -3.68 -19.21
C -0.97 -2.54 -19.40
C -3.71 -5.90 -21.32
H -2.10 -4.04 -18.19
H -2.94 -3.36 -19.59
H -1.21 -1.71 -18.74
H -1.04 -2.04 -20.37
H 0.03 -2.92 -19.21
H -3.13 -5.88 -22.24
H -4.10 -4.89 -21.17
H -4.53 -6.60 -21.43
O 5.16 -5.56 -22.47
S 4.88 -4.73 -23.61
O 5.91 -4.07 -24.45
O 3.92 -5.67 -24.67
C 2.79 -6.36 -24.20
C 1.95 -6.85 -25.41
C 3.59 -3.39 -23.11
H 2.14 -5.76 -23.55
H 3.14 -7.25 -23.67
H 2.61 -7.55 -25.92
H 1.56 -6.02 -26.00
H 1.09 -7.43 -25.08
H 2.88 -3.74 -22.36
H 3.11 -3.06 -24.03
H 4.27 -2.67 -22.64
C -2.43 7.03 -26.08
C -2.84 6.51 -24.86
C -4.09 6.83 -24.41
C -4.92 7.71 -25.11
C -4.44 8.19 -26.28
C -3.27 7.91 -26.81
H -1.49 6.75 -26.55
H -2.10 5.93 -24.33
H -4.45 6.51 -23.44
H -5.84 7.94 -24.58
H -4.99 8.95 -26.82
H -3.04 8.44 -27.73
C 5.97 7.77 -16.59
C 5.93 6.89 -15.55
C 7.03 6.74 -14.71
C 8.16 7.42 -14.97
C 8.12 8.40 -15.97
C 7.08 8.59 -16.79
H 5.12 7.84 -17.25
H 5.05 6.29 -15.33
H 6.94 5.92 -14.01
H 9.01 7.22 -14.35
H 9.00 9.02 -16.05
H 6.95 9.40 -17.49
C 4.04 1.15 -12.12
C 4.28 0.90 -10.78
C 5.21 0.04 -10.32
C 5.73 -0.92 -11.20
C 5.40 -0.80 -12.60
C 4.63 0.33 -13.01
H 3.33 1.95 -12.31
H 3.82 1.56 -10.06
H 5.46 -0.03 -9.28
H 6.45 -1.66 -10.88
H 5.85 -1.40 -13.38
H 4.43 0.52 -14.06
```

Properties
net charge: 0
DFT total energy: -169605.627 eV
F_max: 4.34 eV/A

Entry from the Open Molecules 2025 dataset: a 8-piece molecular cluster, C51H88F7N2O24 overall in a non-equilibrium geometry (the ωB97M-V functional and the def2-TZVPD basis).

Geometry as XYZ:
```
172
Properties=species:S:1:pos:R:3
C -1.16 -3.24 6.09
C -1.95 -2.49 5.18
C -2.40 -0.97 5.39
O -1.52 -0.16 5.82
O -3.71 -0.44 5.16
C -4.28 -0.91 3.91
C -3.67 -0.20 2.60
C -4.30 -0.84 1.22
C -3.03 -1.60 0.52
C -3.37 -2.19 -0.94
C -2.02 -2.49 -1.83
C -0.87 -2.83 -0.75
N -0.91 -4.18 -0.17
C -1.86 -5.30 -0.49
C -3.10 -5.40 0.55
F -1.15 -6.57 -0.61
C 0.24 -4.19 0.77
C 0.63 -5.47 1.65
C -0.57 -6.07 2.53
O -0.79 -7.31 2.53
F -1.38 -5.18 3.31
C 0.94 -2.79 0.69
C 2.24 -2.35 1.51
F 3.09 -1.44 0.82
F 3.06 -3.52 1.78
C 1.74 -1.82 2.96
F 1.81 -2.80 3.98
F 2.40 -0.62 3.33
F 0.34 -1.48 2.83
N 0.21 -1.96 -0.28
C 0.43 -0.58 -0.79
C 0.65 0.55 0.33
C 1.47 1.76 -0.41
C 3.05 1.42 -0.48
C 3.95 2.60 -1.11
H -0.57 -2.77 6.97
H -1.03 -4.38 5.99
H -2.32 -3.02 4.23
H -5.41 -0.65 3.95
H -4.22 -2.04 3.75
H -2.52 -0.35 2.59
H -3.85 0.94 2.57
H -4.66 -0.03 0.50
H -5.12 -1.58 1.56
H -2.19 -0.79 0.49
H -2.66 -2.39 1.27
H -3.97 -1.37 -1.49
H -4.03 -3.15 -0.91
H -1.81 -1.53 -2.43
H -2.17 -3.33 -2.60
H -2.35 -5.15 -1.54
H -4.08 -5.52 -0.08
H -2.93 -6.33 1.22
H -3.23 -4.44 1.15
H 0.93 -6.31 0.90
H 1.53 -5.33 2.34
H -0.51 -0.27 -1.39
H 1.30 -0.57 -1.55
H -0.31 1.02 0.75
H 1.29 0.23 1.23
H 1.08 1.77 -1.50
H 1.23 2.79 0.03
H 3.25 0.38 -0.95
H 3.41 1.31 0.63
H 4.97 2.11 -1.39
H 4.20 3.43 -0.34
H 3.54 3.04 -2.09
C 6.21 4.59 -7.70
C 4.72 4.60 -7.39
O 4.21 3.27 -7.26
C 4.48 2.66 -6.10
O 5.11 3.12 -5.17
O 3.96 1.41 -6.15
C 4.27 0.61 -5.02
H 6.41 3.97 -8.58
H 6.57 5.60 -7.89
H 6.78 4.16 -6.88
H 4.18 5.07 -8.22
H 4.50 5.19 -6.50
H 3.99 1.12 -4.09
H 5.34 0.36 -5.01
H 3.70 -0.31 -5.09
C -8.96 3.47 5.89
C -7.86 4.51 6.00
O -6.84 4.09 6.91
C -5.98 3.16 6.44
O -6.00 2.68 5.33
O -5.12 2.85 7.42
C -4.21 1.81 7.07
H -9.36 3.23 6.88
H -9.78 3.84 5.27
H -8.59 2.54 5.46
H -8.27 5.44 6.40
H -7.43 4.74 5.02
H -3.69 2.03 6.14
H -4.75 0.86 7.00
H -3.47 1.72 7.87
C 7.16 5.84 -14.06
C 5.68 5.86 -13.74
O 5.17 4.53 -13.61
C 5.45 3.91 -12.45
O 6.07 4.38 -11.53
O 4.93 2.67 -12.50
C 5.24 1.87 -11.36
H 7.36 5.22 -14.93
H 7.53 6.85 -14.25
H 7.74 5.42 -13.23
H 5.14 6.32 -14.57
H 5.46 6.45 -12.84
H 4.96 2.37 -10.43
H 6.31 1.62 -11.36
H 4.67 0.94 -11.43
C 6.08 -1.68 0.68
C 6.71 -3.05 0.83
O 7.39 -3.43 -0.37
C 8.59 -2.86 -0.57
O 9.13 -2.07 0.16
O 9.07 -3.30 -1.75
C 10.30 -2.68 -2.14
H 5.43 -1.64 -0.20
H 5.49 -1.42 1.56
H 6.84 -0.90 0.54
H 5.93 -3.79 1.00
H 7.39 -3.09 1.69
H 11.05 -2.77 -1.35
H 10.13 -1.63 -2.39
H 10.67 -3.20 -3.02
C 8.71 -4.00 -5.19
C 9.29 -2.81 -5.93
O 10.10 -3.23 -7.03
C 9.43 -3.64 -8.12
O 8.23 -3.67 -8.25
O 10.34 -4.04 -9.04
C 9.75 -4.59 -10.22
H 9.50 -4.68 -4.89
H 8.16 -3.67 -4.30
H 8.02 -4.56 -5.82
H 9.94 -2.24 -5.26
H 8.51 -2.12 -6.27
H 9.02 -3.91 -10.66
H 9.29 -5.55 -9.99
H 10.55 -4.75 -10.94
C -11.65 8.93 8.37
C -10.70 8.03 7.61
O -11.30 6.77 7.30
C -12.18 6.78 6.28
O -12.47 7.74 5.60
O -12.68 5.54 6.14
C -13.70 5.44 5.15
H -12.04 8.42 9.26
H -11.16 9.85 8.68
H -12.52 9.20 7.76
H -9.83 7.82 8.23
H -10.33 8.52 6.70
H -13.35 5.83 4.19
H -14.60 5.96 5.48
H -13.94 4.38 5.03
C -6.54 -1.41 10.17
C -6.25 -1.21 8.70
O -5.36 -2.22 8.20
C -5.91 -3.42 7.97
O -7.07 -3.71 8.12
O -4.94 -4.25 7.54
C -5.38 -5.60 7.35
H -5.61 -1.48 10.74
H -7.14 -0.59 10.56
H -7.08 -2.35 10.34
H -5.75 -0.25 8.56
H -7.17 -1.18 8.10
H -6.25 -5.64 6.69
H -5.61 -6.06 8.32
H -4.57 -6.15 6.88
```

Properties
net charge: +1
DFT total energy: -125443.339 eV
F_max: 6.48 eV/A